(1)
The following is a DFT calculation (ωB97M-V with the def2-TZVPD basis set) of C28H46BrN3P2SW as an isolated structure in a non-equilibrium geometry.

## Properties
* LUMO level (spin up / spin down): -14.89 / -14.35 eV
* charge: +4
* HOMO level (spin up / spin down): -18.8 / -18.8 eV
* spin multiplicity: 3
* ⟨S²⟩: 2.2217
* E: -135484.066 eV
* frontier orbital gap (spin up / spin down): 3.91 / 4.44 eV

```
82
C28H46BrN3P2SW, DFT ωB97M-V with the def2-TZVPD basis set
C 2.88007 4.83146 -0.80168
C 1.88098 3.93942 -1.22644
C 1.59573 3.82102 -2.60581
C 2.38485 4.55851 -3.47608
N 3.29825 5.44234 -3.08838
C 3.56310 5.54538 -1.79545
C 1.08253 3.38752 -0.17794
C 0.28945 2.96716 0.69394
C -1.05865 2.45036 1.03908
C -1.31177 1.51988 2.14749
C -2.74385 1.25641 2.33727
C -3.50418 1.22739 1.18129
C -3.33431 2.14830 0.16964
C -2.20508 2.94104 0.32610
W -1.95390 -0.36654 1.10801
P 1.20792 -0.43476 -0.01489
H 0.80138 3.22870 -3.01294
H 3.11157 5.02390 0.24746
H 2.26627 4.48867 -4.53572
H 4.33545 6.24175 -1.52145
H -2.11576 3.95368 -0.18942
H -0.56553 1.47556 2.94287
H -4.16397 2.19564 -0.56718
H -3.16693 0.91897 3.30499
C 2.04140 -2.16510 0.15542
C 3.26730 -2.57784 -0.62756
H 1.21325 -2.86313 -0.03427
H 2.26873 -2.21355 1.22817
H 3.48998 -3.61639 -0.36960
H 3.16102 -2.54814 -1.71229
H 4.15483 -2.00708 -0.35874
C 1.67189 -0.07586 -1.84011
C 3.03621 0.41135 -2.26601
H 0.91204 0.66203 -2.13305
H 1.43211 -1.00894 -2.36930
H 3.02016 0.55060 -3.34974
H 3.31528 1.37630 -1.84009
H 3.83181 -0.30760 -2.07184
C 2.52439 0.54136 0.92728
C 4.01269 0.23326 0.93978
H 2.13630 0.50562 1.95386
H 2.34594 1.56498 0.59530
H 4.47107 1.00084 1.57344
H 4.25692 -0.74074 1.37452
H 4.47473 0.32478 -0.04796
Br -4.32984 -0.97627 0.78908
P -2.05743 -1.82533 -1.48336
C -0.77414 -2.69598 -2.54352
C -1.27623 -3.94609 -3.19649
H 0.06012 -2.86105 -1.84655
H -0.44894 -1.93956 -3.27227
H -0.45977 -4.32986 -3.79611
H -1.53626 -4.71524 -2.47505
H -2.11979 -3.77461 -3.86479
C -3.06960 -3.15810 -0.76948
C -4.44531 -3.42761 -1.38623
H -3.27119 -2.86634 0.28949
H -2.46043 -4.06530 -0.68867
H -5.00230 -4.10966 -0.72341
H -5.07355 -2.53491 -1.51581
H -4.36077 -3.93708 -2.35350
C -2.86572 -0.65695 -2.74749
C -3.42817 -1.20630 -4.05485
H -2.02290 0.04543 -2.97287
H -3.58584 -0.06603 -2.16470
H -3.97617 -0.40494 -4.56594
H -2.59770 -1.46302 -4.72150
H -4.11431 -2.06115 -3.94696
C -1.08085 1.07447 5.54406
N -1.21774 -0.28002 4.94259
C -0.29244 -0.84592 4.14290
S -0.94161 -1.61319 2.69945
N 0.99953 -0.86018 4.47214
C 1.39365 -0.71273 5.86187
H -0.11150 1.54412 5.32767
H -1.19177 0.89548 6.61706
H -1.83499 1.76029 5.13651
H -2.20053 -0.55929 4.69731
H 1.64975 -1.19141 3.76345
H 2.14717 -1.45952 6.09494
H 1.78014 0.28411 6.03148
H 0.50577 -0.86882 6.46754
```

(2)
The following is a DFT calculation (ωB97M-V with the def2-TZVPD basis set) of C28H46F6OP2Pt as an isolated structure in a non-equilibrium geometry.

## Properties
* LUMO level (spin up / spin down): -5.98 / -8.47 eV
* charge: +2
* HOMO level (spin up / spin down): -13.3 / -13.6 eV
* spin multiplicity: 5
* ⟨S²⟩: 6.0116
* E: -69940.234 eV
* frontier orbital gap (spin up / spin down): 7.35 / 5.10 eV

```
84
C28H46F6OP2Pt, DFT ωB97M-V with the def2-TZVPD basis set
Pt -0.59321 -1.00574 -3.05617
C -0.06903 -3.10559 1.95647
C 1.17038 -2.82109 1.31818
C 0.95627 -1.40747 3.12423
C -0.20513 -2.22434 3.06174
C 1.80962 -1.77135 2.04047
C -1.05945 -4.12718 1.55824
H -0.73182 -4.65987 0.65979
H -2.04027 -3.67324 1.35093
H -1.20740 -4.86642 2.35959
C -1.35006 -2.14371 3.98785
H -2.08676 -2.92127 3.75991
H -1.84794 -1.16545 3.91251
H -1.02578 -2.26180 5.03135
C 1.19390 -0.35716 4.12701
H 0.92044 -0.70604 5.13392
H 0.58243 0.53552 3.90254
H 2.24944 -0.06191 4.13950
C 3.10278 -1.14176 1.70605
H 3.62252 -0.82540 2.61851
H 2.96932 -0.24923 1.06619
H 3.74982 -1.84646 1.16900
C 1.69233 -3.51666 0.12533
H 2.00717 -4.54775 0.35375
H 2.55683 -2.98576 -0.28886
H 0.91975 -3.58084 -0.65394
C -0.94710 -0.50888 -4.97816
C -1.44668 -1.83712 -4.69138
C -0.71669 -3.08418 -5.13710
C 0.71537 -3.18059 -4.56237
C 0.92163 -2.29739 -3.34612
C 1.38518 -0.92857 -3.48950
C 1.62258 -0.31066 -4.85319
C 0.34383 -0.23706 -5.73474
H -0.70092 -3.18764 -6.23089
H 1.46935 -2.96963 -5.33331
H -1.29403 -3.94531 -4.76988
H 0.43869 -0.87930 -6.62022
H -1.72500 0.26034 -5.09849
H -2.54314 -1.91997 -4.65901
H 0.27803 0.79286 -6.11459
H 1.97838 0.71775 -4.69263
H 2.03468 -0.55804 -2.68235
H 2.42996 -0.82002 -5.39594
H 0.88052 -4.22248 -4.25630
H 1.28206 -2.82092 -2.44975
P -1.40623 0.60504 -1.35010
P 1.87260 1.96761 0.15014
C -0.38960 2.11383 -1.65832
C 0.27952 2.75159 -0.44087
H -1.09794 2.83446 -2.09662
H 0.34575 1.85480 -2.43710
H 0.53554 3.79932 -0.66415
H -0.40413 2.73085 0.41975
C 1.94330 2.77653 1.79440
H 2.78053 2.35471 2.36806
H 0.97438 2.54253 2.31421
H 2.07473 3.86418 1.70475
C 3.09789 2.97207 -0.78380
H 2.62531 3.86220 -1.21893
H 3.49348 2.33651 -1.58715
H 3.92087 3.26326 -0.11910
C -1.22736 0.03488 0.33777
H -0.29317 -0.53081 0.41697
H -2.05529 -0.64547 0.57487
H -1.21222 0.85127 1.08492
C -3.11644 1.08189 -1.64078
H -3.49190 1.63705 -0.76971
H -3.71705 0.17849 -1.80140
H -3.16711 1.71450 -2.53560
C -0.84456 3.75028 4.21792
C -1.49153 2.77109 3.26027
O -0.63752 1.95607 2.63076
C -2.50787 1.85926 4.08522
F -3.50427 2.57083 4.68556
F -3.09343 0.89117 3.32818
F -1.82416 1.21975 5.08617
C -2.34799 3.64426 2.23751
F -3.19452 4.51361 2.85850
F -1.50181 4.40690 1.47296
F -3.09433 2.89908 1.37333
H -0.26479 3.18768 4.95682
H -1.59831 4.36472 4.71903
H -0.15325 4.38872 3.65744
```

Ordered energy relative to the best compared isomer or geometry (same formula, charge and spin) results: 366.1; 17.9; unit kJ/mol.